1.
Density functional theory data (ωB97M-V with the def2-TZVPD basis set) for a molecular structure, C28H23BrIrN4O4S3 at a distorted geometry.

Summary:
- E_HOMO: -10.562 eV
- Kohn-Sham gap: 6.53 eV
- Net charge: +1
- Multiplicity: 1
- Lowest unoccupied orbital energy: -0.1483 Ha
- Relative energy (zero: lowest compared OMol25 entry of this formula, charge and spin): 41.1 kcal/mol

```
64
Properties=species:S:1:pos:R:3:forces:R:3
Ir -0.5699 -0.7372 -0.7177 -0.511 0.240 -0.884
O -4.0979 3.2964 -2.4854 0.015 -0.014 -0.024
C -4.6105 2.4647 -1.5238 0.010 0.064 0.101
C -5.8679 2.6684 -0.9705 -0.006 -0.005 -0.031
C -6.3206 1.8292 0.0336 0.010 -0.007 0.005
C -5.5220 0.7887 0.4895 -0.023 0.028 -0.003
C -4.2730 0.5900 -0.0756 0.009 -0.109 -0.061
C -3.8047 1.4185 -1.0862 -0.009 0.028 0.045
C -2.4454 1.2202 -1.7184 0.168 0.169 -0.160
O -2.0547 -0.0992 -1.7833 -0.095 -0.069 0.149
N -1.4245 1.9883 -0.9723 -0.441 0.164 0.509
N -0.2636 1.3726 -0.5927 0.306 -0.469 -0.008
C 0.7528 2.1482 -0.4495 0.000 0.049 -0.102
C 2.1183 1.9011 -0.0153 0.039 0.023 0.111
Br 2.4988 0.3929 1.0483 0.010 0.199 0.197
C 3.0440 2.8112 -0.3652 -0.055 -0.036 -0.056
C 4.4923 2.9306 -0.2184 0.029 -0.007 0.000
C 5.3190 2.1192 0.5669 0.002 0.013 0.011
C 6.6892 2.3173 0.5747 0.002 0.008 0.010
C 7.2654 3.3171 -0.1963 -0.004 0.000 0.009
C 6.4588 4.1391 -0.9693 0.007 0.005 -0.001
C 5.0893 3.9509 -0.9711 -0.005 0.000 0.022
H -4.7898 3.8825 -2.8096 0.005 0.012 0.014
H -6.4878 3.4828 -1.3285 0.001 0.005 0.009
H -7.3032 1.9890 0.4572 -0.002 -0.002 0.002
H -5.8796 0.1264 1.2658 -0.001 -0.011 -0.002
H -3.6608 -0.2444 0.2429 -0.025 0.029 -0.009
H -2.4849 1.6290 -2.7341 0.035 -0.100 -0.020
H -1.3279 2.9639 -1.2237 0.040 -0.056 -0.095
H 0.5989 3.1859 -0.7452 -0.011 -0.016 0.015
H 2.6274 3.6282 -0.9492 0.003 0.001 -0.010
H 4.9053 1.3394 1.1831 -0.004 -0.012 -0.018
H 7.3129 1.6818 1.1891 0.006 0.002 -0.002
H 8.3378 3.4584 -0.1887 0.002 0.000 -0.003
H 6.8952 4.9247 -1.5710 0.003 0.009 0.012
H 4.4637 4.6023 -1.5695 -0.001 -0.019 -0.025
O -2.9752 -3.8074 -0.5025 0.005 0.001 0.017
S -2.0506 -3.8293 -1.5902 0.010 0.065 -0.028
O -2.4996 -3.6961 -2.9340 -0.025 -0.008 0.017
N -0.8432 -2.6837 -1.2721 0.132 0.069 0.018
C 0.3299 -3.2227 -1.0581 0.349 -0.223 0.334
S 1.4801 -2.0835 -0.5562 -0.357 -0.054 0.348
C 0.3726 -4.6845 -1.1425 -0.171 0.009 -0.179
C 1.4330 -5.5507 -0.9474 -0.015 0.007 -0.054
C 1.1901 -6.9115 -1.0841 -0.007 -0.006 0.004
C -0.0793 -7.3839 -1.4033 -0.009 -0.011 -0.006
C -1.1504 -6.5137 -1.5861 0.004 0.009 0.009
C -0.8936 -5.1686 -1.4430 -0.008 -0.048 0.021
H 2.4163 -5.1734 -0.6994 0.007 -0.002 -0.015
H 1.9972 -7.6168 -0.9414 0.005 0.003 -0.004
H -0.2403 -8.4482 -1.5087 0.007 -0.003 0.010
H -2.1393 -6.8804 -1.8244 -0.001 0.001 -0.004
S -1.4238 -1.4336 1.3125 0.574 0.017 -0.104
C -0.7047 -0.3577 2.4843 -0.091 0.041 -0.006
N 0.1651 -0.8900 3.3659 -0.027 0.002 -0.005
C 0.7402 -0.2042 4.3720 0.013 0.019 0.010
C 0.4374 1.1185 4.5438 0.023 -0.006 -0.014
C -0.4608 1.7187 3.6577 0.030 0.004 -0.010
C -1.0299 0.9882 2.6352 0.068 0.013 -0.069
H 0.3864 -1.8708 3.2273 0.013 -0.002 -0.013
H 1.4271 -0.7525 4.9994 -0.022 -0.007 0.013
H 0.8887 1.6720 5.3530 0.010 0.002 -0.005
H -0.7177 2.7627 3.7803 -0.012 -0.002 0.008
H -1.7363 1.4251 1.9419 -0.013 -0.005 0.000
```
Forces are in eV/Å.

Mulliken population analysis, charges in e, atoms 1 to 4: Ir 1.038; O -0.564; C 0.899; C -0.812

---

2.
Density functional theory data (ωB97M-V with the def2-TZVPD basis set) for 2 unconnected molecules or ions with the total composition C3H12N2O2 at a distorted geometry.

Summary:
- E_HOMO: -8.700 eV
- Kohn-Sham gap: 9.02 eV
- SMILES: NCNCCO.O
- Multiplicity: 1
- Lowest unoccupied orbital energy: 0.0119 Ha
- Relative energy (zero: lowest compared OMol25 entry of this formula, charge and spin): 42.0 kcal/mol

```
19
Properties=species:S:1:pos:R:3:forces:R:3
C -0.8182 0.9849 -0.8713 -0.082 -1.953 -1.663
C -1.8595 -0.0204 -0.2861 0.255 -0.174 -0.482
O -1.2553 -0.8129 0.7604 -1.085 0.451 -1.077
N 0.3050 0.3908 -1.7194 -0.155 0.715 1.566
C 1.4739 -0.0928 -0.9647 -3.335 -0.209 0.141
N 1.2980 -1.4755 -0.5643 0.133 -1.007 0.686
H -0.5129 1.5006 0.0044 1.253 0.531 0.704
H -1.2289 1.7623 -1.5072 -0.723 -0.103 -0.034
H -2.7182 0.5653 0.0826 0.183 -0.181 0.110
H -2.2583 -0.7596 -0.9943 0.220 0.384 -0.118
H -0.8733 -0.1404 1.3108 0.708 0.171 1.018
H -0.0291 -0.4187 -2.2233 -0.385 0.062 -0.219
H 1.5967 0.5966 -0.1515 0.315 0.437 0.624
H 2.3053 -0.1121 -1.5805 1.779 0.433 -1.275
H 1.9632 -1.5780 0.1844 0.283 -0.774 0.258
H 0.3905 -1.7846 -0.1736 0.603 1.134 -0.294
H 1.0719 1.2036 2.8231 -0.839 -1.063 -0.194
H 0.7075 -0.2714 3.2325 -0.205 0.722 -0.540
O 0.4416 0.4624 2.6378 1.077 0.424 0.789
```
Forces are in eV/Å.

Mulliken population analysis, charges in e, atoms 1 to 4: C -0.681; C -0.372; O -0.491; N -0.438

---

3.
Density functional theory data (ωB97M-V with the def2-TZVPD basis set) for a gas-phase ion, CH4N5O (charge +1) at a distorted geometry.

Summary:
- E_HOMO: -14.328 eV
- Kohn-Sham gap: 9.73 eV
- Net charge: +1
- Multiplicity: 1
- Lowest unoccupied orbital energy: -0.1690 Ha
- Relative energy (zero: lowest compared OMol25 entry of this formula, charge and spin): 60.0 kcal/mol

```
11
Properties=species:S:1:pos:R:3:forces:R:3
C -0.6298 0.5921 -0.1105 -0.722 0.026 0.354
N -0.7891 1.3723 -1.0949 0.439 -0.690 -0.902
N -2.0525 2.3603 1.0197 -1.670 2.119 0.901
N -1.7719 2.2968 -1.2106 0.355 0.125 -4.515
N -2.1519 2.4656 -0.0963 -0.773 0.546 5.089
N 0.4989 -0.2456 -0.5060 0.967 -4.493 3.513
O -1.2424 0.1794 1.0105 1.557 -2.198 -1.166
H 0.6824 -0.0600 -1.4667 1.115 0.819 -0.920
H 0.3576 -1.3101 -0.4795 -1.194 1.346 -0.313
H 1.2639 -0.3575 0.2281 -0.222 1.574 -1.314
H -1.7529 0.6257 1.7063 0.149 0.826 -0.728
```
Forces are in eV/Å.

Mulliken population analysis, charges in e, atoms 1 to 4: C 0.485; N -0.026; N -0.497; N -0.669

---

4.
Density functional theory data (ωB97M-V with the def2-TZVPD basis set) for a molecular structure, C34H44N8PS2Ti at a distorted geometry.

Summary:
- E_HOMO: -10.484 eV
- Kohn-Sham gap: 6.76 eV
- Net charge: +1
- Multiplicity: 1
- Lowest unoccupied orbital energy: -0.1367 Ha
- Relative energy (zero: lowest compared OMol25 entry of this formula, charge and spin): 9.3 kcal/mol

```
90
Properties=species:S:1:pos:R:3:forces:R:3
Ti -0.9680 0.7898 0.7608 -0.992 0.387 -0.130
N -4.0513 -0.9485 3.5400 0.028 0.010 0.066
C -3.0049 -0.3562 2.9392 0.036 0.024 0.043
S -3.1942 0.0547 1.2553 0.055 -0.049 0.124
N -1.9200 -0.1697 3.6534 -0.119 0.199 -0.178
N -0.9640 0.4800 2.9327 0.289 -0.186 0.078
C 0.0198 0.9862 3.5821 -0.057 -0.178 -0.007
C 1.0283 1.7147 2.8267 0.022 0.125 0.124
C 2.0604 2.4117 3.4322 -0.284 -0.018 -0.056
C 2.9101 3.1644 2.6361 -0.095 0.117 -0.160
C 2.6917 3.2135 1.2702 -0.128 0.156 0.098
C 1.6376 2.4887 0.7378 -0.045 0.158 0.162
N 0.8358 1.7440 1.4948 0.123 -0.181 -0.164
H -4.9342 -1.0070 3.0661 -0.004 0.001 -0.010
H -4.0227 -1.0713 4.5391 -0.010 -0.010 -0.011
H 0.0675 0.9093 4.6631 -0.009 -0.017 0.005
H 2.1754 2.3770 4.5065 -0.011 0.000 0.006
H 3.7193 3.7265 3.0831 0.009 0.015 -0.005
H 3.3149 3.8068 0.6175 -0.005 0.002 -0.002
H 1.4102 2.5210 -0.3181 -0.024 0.041 0.031
C -3.1313 -3.2493 0.4950 -0.036 0.009 0.032
C -1.9063 -3.0400 1.3914 0.058 -0.016 0.090
C -1.4433 -4.4132 1.8868 -0.028 0.005 0.017
P -0.5769 -1.9640 0.6007 -0.025 0.116 -0.001
C 0.9697 -2.9425 0.8437 -0.040 -0.020 0.052
C 1.5069 -2.6538 2.2466 -0.006 -0.070 0.074
C 2.0374 -2.7007 -0.2127 0.014 -0.020 -0.072
C -0.9390 -2.0388 -1.1663 -0.086 -0.114 -0.037
C -0.9937 -3.2323 -1.8825 0.011 0.015 -0.074
C -1.3567 -3.2665 -3.2213 0.004 0.074 0.080
C -1.4032 -4.5543 -3.9888 0.006 -0.069 -0.044
C -1.6808 -2.0544 -3.8344 0.006 -0.001 0.055
C -1.6180 -0.8551 -3.1503 0.011 -0.106 0.023
C -1.2405 -0.8389 -1.8056 0.116 0.210 -0.045
N -1.1111 0.3821 -1.0915 -0.008 -0.162 0.116
C -1.1217 1.5856 -1.8942 0.006 0.062 0.097
C 0.0657 2.0011 -2.5016 0.035 0.054 -0.017
C 1.3164 1.1640 -2.4897 0.050 -0.007 -0.066
C 0.0772 3.2085 -3.1898 -0.008 0.055 -0.005
C -1.0596 3.9969 -3.3048 0.026 -0.084 0.032
C -1.0117 5.3317 -3.9839 0.008 0.069 -0.039
C -2.2476 3.5110 -2.7706 0.003 -0.070 0.032
C -2.3083 2.3090 -2.0807 0.032 -0.007 -0.080
C -3.6354 1.8175 -1.5789 -0.019 -0.013 0.021
H -3.9718 -3.5524 1.1226 -0.014 -0.009 -0.015
H -2.9496 -4.0494 -0.2223 0.005 -0.012 -0.013
H -3.4268 -2.3645 -0.0607 -0.001 0.039 0.014
H -2.2101 -2.4683 2.2688 0.017 -0.054 -0.041
H -1.1611 -5.0669 1.0595 -0.003 -0.003 -0.004
H -2.2871 -4.8871 2.3919 0.003 -0.015 0.001
H -0.6189 -4.3764 2.5963 -0.015 0.019 -0.011
H 0.6601 -3.9884 0.7803 0.043 0.051 -0.008
H 1.8418 -1.6183 2.3095 0.024 0.027 -0.018
H 2.3650 -3.2960 2.4551 -0.001 -0.008 0.018
H 0.7620 -2.8281 3.0263 0.005 0.017 -0.014
H 2.5215 -1.7434 -0.0579 0.000 0.064 -0.002
H 1.6420 -2.7430 -1.2278 0.010 -0.023 0.008
H 2.8068 -3.4698 -0.1215 0.027 0.016 0.002
H -0.7426 -4.1617 -1.3814 -0.002 -0.014 -0.005
H -1.1938 -5.4063 -3.3434 -0.001 -0.004 -0.009
H -0.6685 -4.5548 -4.7957 -0.004 -0.005 0.001
H -2.3840 -4.7051 -4.4415 0.001 -0.004 -0.001
H -1.9829 -2.0489 -4.8749 0.007 -0.011 -0.011
H -1.8552 0.0700 -3.6564 -0.005 0.015 -0.019
H 2.1244 1.6530 -1.9403 -0.039 0.003 -0.150
H 1.6722 1.0269 -3.5118 -0.008 -0.040 -0.001
H 1.1559 0.1776 -2.0555 0.001 0.025 -0.007
H 1.0004 3.5325 -3.6591 0.004 0.011 -0.003
H -0.2706 5.3460 -4.7824 0.003 0.008 0.001
H -0.7420 6.1093 -3.2655 -0.004 0.005 -0.002
H -1.9803 5.5966 -4.4055 0.002 0.002 -0.007
H -3.1603 4.0822 -2.8987 -0.003 0.005 -0.004
H -4.4203 2.1033 -2.2785 -0.010 0.008 0.016
H -3.8796 2.2526 -0.6083 0.015 -0.006 0.015
H -3.6549 0.7331 -1.4747 -0.006 -0.017 -0.009
S -1.6488 5.4028 0.9053 0.015 -0.114 -0.019
C -1.6292 3.8213 0.8941 -0.040 0.170 0.022
N -1.6163 2.6329 0.8827 0.233 -0.116 -0.038
C 4.5224 0.4814 3.5310 0.088 -0.081 0.039
C 4.3378 0.6065 2.0596 0.001 -0.258 0.047
N 3.3087 0.1677 1.3753 0.236 -0.119 0.011
C 3.5825 0.4560 0.0570 0.357 -0.022 0.141
C 4.7902 1.0733 -0.0483 0.083 -0.023 -0.109
N 5.2648 1.1640 1.2390 -0.039 0.061 -0.094
H 3.5953 0.1234 3.9727 0.023 -0.013 -0.002
H 4.7856 1.4363 3.9897 0.013 -0.034 0.005
H 5.3108 -0.2342 3.7695 0.005 -0.004 -0.009
H 2.9046 0.1975 -0.7348 0.046 -0.040 0.027
H 5.3470 1.4358 -0.8946 0.002 -0.002 0.003
H 6.1531 1.5418 1.5201 0.016 0.001 -0.005
```
Forces are in eV/Å.

Mulliken population analysis, charges in e, atoms 1 to 4: Ti -0.501; N -0.258; C 0.343; S -0.307

---

- Among the records above, which one has the lowest E_HOMO?
  CH4N5O